The following is a quantum chemistry calculation of C22H60N5O9Zn2 as an isolated structure in a non-equilibrium geometry, from OMol25.

Values from the calculation:
HOMO in eV: -15.3
Total charge: +3
LUMO energy in eV: -10.4

Structure (XYZ):
```
98
Properties=species:S:1:pos:R:3:mulliken_charge:R:1
H 1.17 -3.08 0.08 0.174
O 1.54 4.16 1.04 -0.031
O -2.18 -3.12 2.57 -0.225
H -1.36 -0.64 -3.98 0.345
H -1.53 5.16 -0.32 0.439
O -2.55 2.55 1.79 -0.599
H -2.18 -1.30 -2.00 -0.265
H 1.89 1.26 -6.99 0.441
C -3.38 -2.31 -3.44 -1.411
H 0.35 -1.14 2.24 -0.126
Zn 0.53 3.74 -0.66 0.661
H -1.14 -4.03 -2.81 0.410
H 3.54 4.36 1.62 0.354
H -1.09 -2.06 -4.56 0.339
C -1.24 6.50 1.97 -1.281
H -1.52 2.07 3.51 0.178
C -5.10 -3.00 0.28 -1.329
H 4.84 -1.41 4.95 0.316
H -4.46 -3.27 -0.57 -0.017
H 0.41 1.45 -6.09 0.409
H 2.69 0.39 3.34 0.223
H -5.73 -3.87 0.48 0.444
H 0.26 6.32 0.39 0.301
N -0.98 4.61 0.34 -0.120
H -3.47 2.49 1.53 0.272
H 0.37 4.29 2.67 0.316
O 3.93 0.81 -4.45 -0.384
C 1.49 1.34 -5.98 -1.635
O -0.17 -2.80 -1.47 0.178
H 4.13 -1.66 2.74 0.463
O 0.39 -0.11 -0.98 0.666
H 2.09 0.82 1.19 -0.158
H -1.67 4.19 0.99 0.188
N -3.61 -1.28 1.17 -0.493
H 5.73 -0.28 -4.59 0.355
H -0.90 -4.76 2.39 0.361
H 0.25 -4.50 -0.36 0.495
H -2.05 -3.74 -1.30 0.083
C 0.18 -3.42 -0.23 -0.633
H -2.94 -1.44 0.42 -0.026
H 0.73 1.06 -3.69 0.254
H 1.88 2.26 -5.53 0.380
H 3.52 -0.27 5.33 0.257
H 3.68 -1.72 6.28 0.289
H -3.23 2.05 3.72 0.461
N -1.01 -1.55 -3.68 -0.272
C 3.08 -1.73 3.05 -0.791
Zn 0.70 -1.34 -2.57 -0.456
H 2.55 -2.56 2.58 0.075
H -1.78 7.24 1.38 0.392
H 3.71 -0.31 -6.19 0.530
C -0.26 5.71 1.13 0.090
C -3.23 -3.69 1.82 -0.534
C 0.83 -0.57 3.05 -0.725
O 0.33 1.92 -0.03 -0.231
H -0.77 6.98 2.83 0.388
H 3.48 -1.18 -4.70 0.364
H -1.52 1.28 0.85 0.141
C 5.36 0.75 -4.52 -0.832
H 5.74 1.25 -5.41 0.305
C -0.17 0.74 -0.27 -0.383
H -1.99 5.83 2.40 0.351
H 2.17 -0.68 0.63 0.147
O -1.31 0.48 0.31 0.031
C 3.30 -0.20 -5.18 -0.881
H -2.37 0.71 2.85 -0.197
H 2.55 3.27 2.62 0.370
H -3.85 -1.38 -3.79 0.413
C -2.46 1.78 3.01 -0.211
N 1.41 0.30 -3.72 -0.112
H -0.52 -3.58 3.63 0.169
H -2.89 -4.16 0.89 0.130
H 0.35 0.41 3.13 0.082
H 1.51 5.67 2.47 0.570
C 0.79 5.02 1.97 -0.486
H -5.70 -2.15 -0.05 0.392
H -1.89 -4.70 3.88 0.346
H 0.65 -1.14 3.96 0.591
C -1.35 -4.11 3.14 -0.802
H -0.51 -3.15 0.57 0.041
H -3.77 -4.42 2.44 0.484
H -2.97 -1.16 1.96 0.214
H 3.10 2.79 0.98 0.305
C 2.34 -0.45 2.73 0.770
C 1.85 0.11 -5.13 0.475
H -3.26 -2.93 -4.33 0.408
H 5.75 1.19 -3.61 0.263
C -4.26 -2.59 1.46 0.255
C 3.80 -1.32 5.28 -0.677
N 2.57 -0.07 1.33 -0.617
H 2.23 0.77 -3.31 0.555
H 1.26 -0.65 -5.65 0.156
H -4.89 -2.41 2.33 0.517
C -1.41 -3.28 -2.05 -0.314
H -4.06 -2.85 -2.79 0.301
O 2.97 -2.09 4.41 -0.339
C 2.75 3.61 1.61 -0.887
C -2.07 -2.11 -2.73 0.807
```

***

The following is a quantum chemistry calculation of C22H60O36S7 as an isolated structure in a non-equilibrium geometry, from OMol25.

Values from the calculation:
HOMO in eV: -10.0
Total charge: 0
LUMO energy in eV: 0.2

Structure (XYZ):
```
125
Properties=species:S:1:pos:R:3:mulliken_charge:R:1
H 3.20 -1.06 4.95 0.460
H -1.06 4.33 -0.69 0.151
S 1.78 5.90 -1.18 1.013
H 3.14 3.77 0.96 -0.206
H 1.25 4.53 4.21 0.344
C -1.27 3.37 -2.62 -0.280
H -1.01 -4.37 -4.25 0.472
H -1.64 1.00 -5.65 0.285
H 0.00 0.65 4.89 0.268
C -3.21 5.06 -6.23 -0.667
O 1.74 5.02 0.20 -0.210
O 5.15 1.64 0.22 -0.692
H 1.16 -3.97 -4.54 0.355
H -1.68 -0.44 -4.63 0.150
O -4.51 2.02 -1.43 -0.530
S -1.84 -3.70 1.23 1.671
H -2.26 1.94 2.84 -0.075
H 0.61 -1.99 5.35 0.278
H -1.52 -2.92 -5.17 0.331
H -1.77 5.41 -2.04 0.412
H -2.88 5.76 -6.98 0.292
O 0.74 0.16 1.85 0.321
H -0.60 -3.01 -3.50 -0.189
C -0.20 0.77 6.90 -0.783
H -2.87 4.06 -6.52 0.190
C 2.49 -1.50 4.27 0.677
O -2.42 2.37 -2.63 -0.266
H 3.05 2.84 -1.29 -0.130
H 0.39 4.13 2.68 0.161
O -0.43 -5.58 -2.02 -0.230
H -1.59 0.64 -1.88 -0.534
O -0.22 0.10 5.68 -0.308
H -1.15 1.31 6.89 0.274
C 3.10 4.48 0.20 -0.170
O 1.59 -4.11 -1.76 -0.266
C -1.74 4.46 -1.54 -0.233
O -2.19 -3.67 -0.20 -0.707
O 1.16 1.76 0.08 -0.293
O 2.30 4.76 -2.10 -0.350
C 1.51 -2.43 4.93 -0.569
H -3.06 3.21 1.79 0.112
O -1.16 -2.41 1.66 -0.192
H 2.01 -0.74 3.66 -0.515
S 4.44 0.80 1.11 1.312
H -6.36 -1.34 2.09 0.298
C -2.89 -2.64 3.27 -0.163
S 1.19 -5.39 -2.32 0.747
O -4.20 2.30 3.39 -0.577
H -6.35 0.39 1.99 0.295
H -0.22 0.08 7.72 0.274
O 3.53 -0.13 0.24 -0.160
O 0.57 -3.50 -5.17 -0.631
C -5.70 -0.52 1.96 -0.593
S 2.21 -3.60 2.88 0.949
H 2.40 -2.23 -2.86 -0.061
H -1.32 -6.10 -0.12 0.091
S 0.62 0.49 0.43 -0.089
H 3.26 -0.58 -3.03 0.171
H 6.11 -0.99 -0.18 0.393
H -2.22 -0.68 -0.88 0.328
H -3.84 -2.04 3.40 0.289
H -2.70 -3.38 4.09 0.258
C 4.08 -1.48 0.08 0.953
H -1.13 -7.40 -1.24 0.332
O 3.72 1.42 2.24 -0.564
H 0.95 -6.00 0.55 -0.112
O 0.99 -3.32 3.82 -0.337
H 0.34 -0.74 -2.48 -1.087
H -0.39 2.74 -2.28 0.026
H -0.90 -1.82 3.53 -0.452
C 0.69 -6.73 -0.23 -0.018
H 2.06 -3.13 5.64 0.351
O -4.80 -0.47 3.11 -0.524
C -1.32 -0.10 -1.10 0.009
O 3.12 -2.48 3.37 -0.375
H -0.30 -2.11 -1.33 -0.735
O 1.03 2.53 3.86 -0.462
O 0.39 6.19 -1.51 -0.537
O -3.03 4.00 -1.03 -0.341
O -1.18 -4.84 1.83 -0.714
H 2.10 3.92 2.74 -0.038
C -1.67 -1.76 2.81 0.827
H -4.84 3.01 3.43 0.261
H 1.49 -1.79 -4.95 0.330
H -5.12 -0.56 1.06 0.170
H -3.32 5.06 -4.32 0.337
O 2.78 -4.88 3.20 -0.730
C -1.07 0.19 -5.25 -0.592
H 0.60 0.33 -4.26 0.398
H -4.58 0.44 3.32 0.304
O 1.66 -6.53 -1.33 -0.421
H -4.25 5.21 -6.34 0.311
O 1.84 -1.00 -4.47 -0.608
H 4.00 -1.62 -1.00 0.062
C -0.70 -6.46 -0.91 -0.064
H -1.03 3.75 -3.60 0.503
H 0.77 -7.74 0.13 0.365
O 1.76 -3.35 1.53 -0.249
S -3.74 3.02 -2.10 1.090
C -0.15 -0.97 -1.50 2.597
C 5.50 -1.32 0.65 -0.550
O -2.71 5.41 -4.96 -0.445
O -3.22 -3.43 2.04 -0.575
O 1.55 -5.71 -3.68 -0.688
O 2.75 6.94 -1.08 -0.628
H 5.95 -2.13 1.19 0.315
O 0.85 -0.84 -0.40 -0.221
H -2.01 -0.77 2.59 -0.242
H -0.53 -0.34 -6.08 0.288
O 5.42 -0.26 1.66 -0.375
C -0.75 -3.38 -4.50 -0.161
O -0.93 0.57 0.14 0.101
H 3.62 -1.91 -4.16 0.426
C 1.19 3.79 3.37 -0.380
H 1.45 1.89 3.26 0.135
C -2.91 2.81 2.85 -0.013
H 0.67 1.47 6.98 0.267
H -2.57 3.62 3.54 0.283
H 4.29 4.17 -1.63 0.469
O -0.14 0.94 -4.40 -0.373
H 3.38 -2.09 0.68 -0.694
H 3.85 5.21 0.34 0.700
C 3.31 3.93 -1.27 0.088
C 2.83 -1.46 -3.55 -0.234
O -4.34 3.77 -3.18 -0.709
```